(1)
8
Properties=species:S:1:pos:R:3:forces:R:3:mulliken_charge:R:1 method="wB97M-V/def2-TZVPD" e_lumo_ev=0.74 de_lowest_kj_mol=93.2 total_charge=0 energy_ev=-16150.11144 orbital_gap_ha=0.4285
C -0.5930 -1.5853 -0.1804 0.01 -0.23 -0.08 -0.188
C 1.2688 0.1052 0.2813 0.61 0.56 0.19 -0.628
N 0.2670 -0.8294 0.0157 -0.58 -0.56 -0.14 0.023
Cl -3.0218 0.5494 -0.0051 -0.17 0.15 0.13 -0.249
H -2.5141 0.7115 -1.1635 0.05 -0.04 -0.10 0.235
H 0.8430 0.9458 0.8316 0.10 -0.02 -0.04 0.272
H 1.6937 0.4618 -0.6572 0.03 0.04 0.08 0.267
H 2.0563 -0.3591 0.8775 -0.04 0.10 -0.04 0.268

(2)
16
Properties=species:S:1:pos:R:3:forces:R:3:mulliken_charge:R:1 method="wB97M-V/def2-TZVPD" e_lumo_ev=0.37 de_lowest_kj_mol=468.2 total_charge=0 energy_ev=-10337.87345 orbital_gap_ha=0.2358
C 2.2607 -0.1887 -0.4964 0.08 -0.19 -0.09 -1.102
C 0.9891 0.2267 0.1450 -0.06 0.21 1.00 0.916
C -0.2700 -0.5012 0.1959 0.42 -0.03 -0.03 -0.303
C -1.1372 0.5524 0.1517 0.03 0.77 -0.22 1.136
N -0.4144 -1.8866 0.2909 0.06 -0.70 0.08 -0.561
N -2.4814 0.6209 0.0854 0.73 -0.24 -0.09 -0.471
C -0.2792 1.7708 0.1311 -1.87 1.86 0.51 -1.365
O 0.9712 1.3647 0.8420 0.67 -1.51 -1.12 -0.245
H -1.2750 -2.2674 -0.0786 0.19 0.10 -0.06 0.201
H -0.2091 -2.3006 1.1938 -0.10 0.13 -0.07 0.202
H -2.9116 1.5344 0.1134 0.11 -0.19 0.09 0.273
H -3.0392 -0.2149 0.1791 0.00 0.24 -0.08 0.217
H 0.0102 2.1845 -0.8360 -0.03 -0.47 -0.08 0.154
H 2.0838 -0.9129 -1.2914 -0.02 0.00 0.09 0.326
H 2.7994 0.6789 -0.8819 -0.14 -0.02 0.09 0.328
H 2.9028 -0.6608 0.2559 -0.06 0.05 -0.01 0.292

(3)
104
Properties=species:S:1:pos:R:3:forces:R:3:lowdin_spin:R:1 method="wB97M-V/def2-TZVPD" e_lumo_ev="0.43 / -0.07" spin_multiplicity=3 total_charge=0 energy_ev=-46342.49532 orbital_gap_ha="0.3375 / 0.3413"
C -1.2930 6.1041 1.9585 -0.55 0.06 0.17 0.000
C -0.7919 5.7241 0.4646 0.17 0.06 0.65 0.000
C -0.6270 4.1303 0.2349 -0.59 0.83 -1.21 0.000
C -2.0196 3.6269 -0.4667 0.98 -0.15 -0.92 0.000
C -2.1659 2.0256 -0.5223 -0.03 0.29 0.26 0.000
C -2.7900 1.3396 0.8001 -0.59 -0.11 0.16 0.000
C -3.1039 2.3523 2.0141 -0.64 -0.03 -1.10 0.000
C -3.8216 1.6839 3.2878 0.51 0.87 0.72 0.000
C -2.7856 1.2653 4.4791 -1.53 0.28 0.07 0.000
C -1.9443 2.5519 4.9407 0.25 0.18 1.01 0.000
C -0.3587 2.3460 5.0772 0.74 0.85 -0.41 0.000
C 0.3169 1.3901 3.9752 -0.21 -0.68 -0.03 0.000
C 1.7333 1.8900 3.4026 -0.10 -1.26 -1.57 0.000
C 1.9696 1.0588 2.0203 1.80 -1.39 -3.22 0.000
N 2.2925 0.4899 0.9930 -2.09 3.23 6.13 0.000
C 3.0105 1.5683 4.3296 0.90 0.17 0.92 0.000
C 2.6787 1.2359 5.8535 -0.96 -1.36 3.35 0.000
N 2.4243 0.8849 6.9888 1.46 2.08 -6.43 0.000
H -0.5890 6.8708 2.4569 -1.16 -1.27 -0.75 0.000
H -2.3578 6.5661 1.9198 1.85 -0.68 0.11 0.000
H -1.3934 5.1776 2.6553 0.37 1.51 -1.25 0.000
H -1.5896 6.1108 -0.2671 1.36 -0.59 0.93 0.000
H 0.1938 6.2989 0.2488 -1.65 -1.09 0.33 0.000
H -0.3666 3.5434 1.1832 -0.41 0.95 -1.21 0.000
H 0.2347 3.9912 -0.5329 -1.48 -0.07 1.34 0.000
H -1.9233 3.9805 -1.5724 -0.23 -0.51 1.85 0.000
H -2.9378 4.1831 -0.0522 1.45 -1.02 -0.39 0.000
H -2.8225 1.7442 -1.4226 1.07 0.38 1.33 0.000
H -1.1148 1.5885 -0.6864 -1.55 0.68 0.05 0.000
H -3.7971 0.8542 0.5081 1.67 0.55 0.51 0.000
H -2.0815 0.5004 1.1405 -1.12 1.15 -0.36 0.000
H -3.8502 3.1422 1.5985 1.32 -1.28 0.70 0.000
H -2.1362 2.9211 2.2393 -1.48 -0.83 0.12 0.000
H -4.4903 2.5114 3.7614 1.08 -1.40 -0.77 0.000
H -4.5368 0.8308 3.0119 1.25 1.12 0.21 0.000
H -3.4741 0.9637 5.3678 1.30 0.36 -1.45 0.000
H -2.1751 0.3312 4.2276 -0.63 1.50 0.18 0.000
H -2.1103 3.4972 4.2966 0.04 -1.81 0.77 0.000
H -2.3315 2.8454 5.9983 0.71 -0.41 -1.81 0.000
H -0.0427 1.9881 6.1174 -0.61 0.43 -1.51 0.000
H 0.1256 3.3975 4.9420 -0.79 -1.67 0.36 0.000
H -0.3593 1.1909 3.0510 0.98 0.57 1.66 0.000
H 0.4843 0.3580 4.4774 -0.18 1.58 -1.02 0.000
H 1.7454 3.0018 3.0718 -0.19 -1.90 0.73 0.000
H 3.6563 0.6840 3.9414 -1.41 1.43 0.65 0.000
H 3.7099 2.4908 4.2807 -1.15 -1.58 0.43 0.000
C -1.6546 -4.6940 -1.3610 -0.07 -0.33 -0.05 0.001
C -2.1695 -3.5087 -0.5074 1.90 -0.68 -0.76 0.023
C -2.0062 -3.8142 0.9978 -0.33 0.06 0.24 0.013
C -3.0388 -4.7914 1.5365 -0.02 0.02 0.03 0.001
C -4.4437 -4.2877 1.2300 0.33 0.13 0.10 0.012
C -4.6687 -4.0136 -0.2728 -1.53 -1.45 -0.37 0.023
N -3.5812 -3.1813 -0.8899 -0.42 3.37 2.92 0.321
O -3.8086 -1.8827 -0.5269 0.32 -2.29 -1.29 0.599
C -4.8001 -5.3666 -1.0166 0.25 -0.31 0.03 0.001
C -6.0770 -3.3760 -0.4408 0.44 0.67 0.01 -0.001
C -1.1618 -2.3728 -0.8549 -0.59 0.31 0.16 -0.001
H -0.7232 -5.0952 -0.9438 -0.12 0.24 0.00 0.000
H -2.3353 -5.5350 -1.4354 -0.10 0.01 0.09 0.000
H -1.4397 -4.3771 -2.3869 -0.10 0.08 0.16 0.001
H -2.0821 -2.8834 1.5753 -0.08 0.03 -0.23 0.002
H -1.0032 -4.2075 1.1983 -0.04 0.13 -0.31 0.001
H -2.8765 -5.7878 1.1147 -0.04 0.02 -0.03 0.000
H -2.9169 -4.8910 2.6199 0.00 -0.04 -0.09 0.001
H -5.1729 -5.0218 1.5928 -0.07 0.12 -0.30 0.001
H -4.6211 -3.3721 1.8079 0.03 0.04 -0.20 0.002
H -4.7489 -5.2316 -2.0995 0.07 0.05 0.07 0.001
H -5.7603 -5.8459 -0.7980 0.07 0.30 0.07 0.000
H -4.0503 -6.1009 -0.7166 0.04 0.13 -0.10 0.000
H -6.1959 -2.4586 0.1426 0.21 -0.05 -0.19 -0.001
H -6.8582 -4.0589 -0.0927 0.35 -0.15 -0.03 0.000
H -6.2838 -3.1479 -1.4911 0.10 0.01 0.11 0.000
H -1.2564 -2.0599 -1.8981 -0.09 -0.03 0.10 0.000
H -0.1301 -2.7169 -0.7071 -0.32 -0.23 -0.01 0.000
H -1.2844 -1.4917 -0.2202 -0.17 -0.10 -0.11 0.000
C 5.4452 -1.2118 -5.7110 0.15 -0.29 0.10 0.001
C 4.9325 0.1098 -5.0871 0.91 -0.61 -1.80 0.023
C 6.0931 0.8786 -4.4179 -0.05 0.13 0.38 0.013
C 6.5245 0.2899 -3.0839 -0.02 0.03 0.03 0.001
C 5.3265 0.1845 -2.1479 0.14 0.23 -0.27 0.012
C 4.1573 -0.6183 -2.7578 -0.14 -1.66 1.41 0.023
N 3.8002 -0.1760 -4.1485 -0.64 4.28 1.10 0.319
O 3.0683 0.9740 -4.0334 0.90 -2.48 -0.49 0.601
C 4.5222 -2.1243 -2.7480 0.36 -0.15 -0.15 0.001
C 2.9534 -0.5368 -1.7768 -0.08 0.54 -0.67 -0.001
C 4.4995 0.9330 -6.3362 -0.40 0.23 0.50 -0.001
H 6.4080 -1.0551 -6.2120 -0.21 0.16 0.05 0.000
H 5.6033 -2.0204 -5.0058 -0.01 0.05 0.13 0.000
H 4.7459 -1.5895 -6.4644 -0.01 0.14 0.15 0.001
H 5.7987 1.9230 -4.2515 -0.19 -0.15 -0.05 0.002
H 6.9592 0.9170 -5.0884 -0.28 -0.11 -0.14 0.001
H 6.9952 -0.6866 -3.2332 -0.04 -0.02 0.01 0.000
H 7.2849 0.9333 -2.6297 -0.02 -0.08 -0.04 0.001
H 5.6490 -0.2752 -1.2062 -0.30 -0.11 -0.12 0.001
H 4.9917 1.1975 -1.8925 -0.13 -0.10 -0.12 0.002
H 3.8251 -2.7062 -3.3556 0.05 0.10 -0.04 0.001
H 4.4823 -2.5337 -1.7330 -0.12 0.29 -0.08 0.000
H 5.5399 -2.3263 -3.0875 -0.11 0.02 -0.11 0.000
H 2.6495 0.4918 -1.5682 0.05 -0.19 -0.22 -0.001
H 3.2075 -0.9776 -0.8092 0.22 0.02 -0.34 0.000
H 2.0880 -1.0811 -2.1688 0.08 0.08 -0.07 0.000
H 3.6397 0.4789 -6.8356 0.03 0.01 0.14 0.000
H 5.3172 0.9798 -7.0669 -0.01 -0.26 0.31 0.000
H 4.2474 1.9677 -6.0923 -0.08 -0.19 0.12 -0.001

(4)
126
Properties=species:S:1:pos:R:3:forces:R:3:mulliken_charge:R:1 method="wB97M-V/def2-TZVPD" e_lumo_ev=1.51 total_charge=-1 energy_ev=-90459.29404 orbital_gap_ha=0.2519
C 2.2018 0.3302 -3.1391 -0.07 -0.43 -0.12 -1.396
C 0.9819 -0.5628 -3.3676 0.33 -0.01 0.07 0.431
C 1.1619 -1.6004 -4.4848 0.42 0.09 0.15 -0.695
C 1.4478 -3.0233 -3.9909 -0.45 -0.01 -0.40 -0.949
C 0.2293 -3.8708 -3.6024 0.35 -0.22 0.44 -0.613
C -0.3966 -3.5355 -2.2327 -0.50 -0.16 -0.37 -0.679
B -1.8862 -2.8924 -2.1973 0.60 -0.33 0.72 0.545
Cl -3.1319 -4.3662 -2.5870 -0.23 -0.15 -0.14 -0.478
Cl -2.1814 -1.6068 -3.5342 -0.04 0.18 -0.11 -0.394
O -2.1598 -2.4398 -0.8507 0.08 0.33 -0.48 -0.365
C -2.9174 -1.2900 -0.5928 -0.07 -0.11 0.52 -0.690
C -4.3946 -1.4152 -0.9626 -0.37 0.21 0.20 0.207
N -5.0042 -0.1060 -1.2157 0.32 -0.02 0.16 -0.279
C -5.2410 0.2155 -2.6057 -0.46 0.30 0.01 0.399
C -6.3427 -0.6279 -3.3182 0.35 -0.21 -0.30 0.123
C -5.7353 -1.5454 -4.3681 0.08 -0.10 0.01 -1.309
O -7.1423 -1.3514 -2.3801 -0.20 0.23 -0.06 -0.640
H 1.9598 1.0552 -2.3690 0.25 0.24 -0.05 0.268
H 3.0518 -0.2637 -2.7913 0.04 -0.01 0.05 0.306
H 2.5254 0.8184 -4.0608 -0.11 0.19 0.00 0.414
H 0.1139 0.0689 -3.5420 -0.11 -0.08 -0.02 0.240
H 0.8232 -1.1011 -2.4341 -0.37 0.11 0.06 -0.206
H 2.0310 -1.2933 -5.0777 -0.04 0.08 -0.14 0.437
H 0.3083 -1.6127 -5.1608 -0.12 -0.04 0.03 0.330
H 2.1292 -2.9935 -3.1354 0.15 0.04 -0.02 0.335
H 1.9575 -3.5448 -4.8072 0.14 -0.08 0.06 0.417
H -0.5168 -3.8721 -4.3987 -0.07 0.19 -0.03 0.269
H 0.5950 -4.9016 -3.5479 -0.02 -0.06 -0.10 0.298
H -0.5120 -4.4768 -1.6882 0.07 0.01 0.18 0.153
H 0.2841 -2.9236 -1.6378 0.01 0.10 0.02 0.504
H -2.8793 -1.1449 0.4946 0.09 0.07 0.06 0.091
H -2.4910 -0.3758 -1.0151 0.01 -0.10 -0.41 0.106
H -4.5358 -2.1195 -1.7820 0.18 0.03 -0.12 -0.295
H -4.9210 -1.8399 -0.1045 0.00 -0.21 -0.02 0.451
H -5.8691 -0.0417 -0.7034 -0.14 -0.03 -0.10 0.331
H -4.3155 0.1577 -3.1738 0.10 -0.07 0.07 0.113
H -5.5541 1.2594 -2.6462 0.04 0.08 0.01 -0.557
H -7.0180 0.0525 -3.8426 -0.14 0.08 0.15 0.458
H -6.4613 -2.2744 -4.7344 -0.11 0.03 -0.04 0.431
H -4.8590 -2.0757 -3.9922 -0.06 -0.06 0.05 0.227
H -5.3959 -0.9486 -5.2150 0.05 0.01 -0.04 0.346
H -6.8930 -2.2739 -2.4425 0.12 -0.20 0.10 0.373
C -3.6814 3.7384 -4.8112 0.15 -0.08 -0.04 0.040
O -3.6963 2.5320 -4.6760 -0.09 0.05 -0.05 -0.514
N -4.0808 4.6170 -3.8706 0.01 0.16 -0.01 0.218
C -4.0318 6.0541 -4.0720 0.00 -0.43 0.24 -0.979
C -4.5723 4.0930 -2.6086 0.05 -0.03 -0.07 -0.895
H -3.3180 4.2294 -5.7320 -0.03 0.01 0.01 0.241
H -3.3781 6.5104 -3.3241 -0.02 0.11 -0.06 0.297
H -5.0260 6.4830 -3.9821 -0.02 0.10 -0.04 0.374
H -3.6450 6.2834 -5.0609 -0.01 0.00 -0.03 0.297
H -3.8098 3.4848 -2.1201 -0.03 -0.03 0.01 0.294
H -5.4440 3.4599 -2.7734 -0.01 0.00 0.04 0.220
H -4.8458 4.9234 -1.9607 0.01 0.02 -0.01 0.373
C 1.4927 1.7058 0.6656 -0.03 -0.09 -0.10 0.060
O 2.0274 2.1087 -0.3533 0.07 0.14 0.16 -0.648
N 0.1746 1.7721 0.9098 -0.02 0.00 0.11 0.249
C -0.4080 1.2567 2.1352 -0.14 0.01 -0.32 -0.515
C -0.6868 2.3689 -0.0970 0.09 -0.05 -0.04 -1.069
H 2.0594 1.2285 1.4837 -0.01 0.03 0.01 0.311
H -1.1331 0.4733 1.9005 0.00 0.00 0.04 0.168
H -0.9091 2.0536 2.6845 0.02 -0.03 0.08 0.358
H 0.3692 0.8443 2.7695 0.04 0.04 0.04 0.043
H -0.6084 1.8224 -1.0373 -0.04 0.00 -0.02 0.167
H -0.3932 3.4038 -0.2810 -0.01 0.01 -0.02 0.390
H -1.7164 2.3374 0.2506 -0.02 -0.04 0.01 0.468
C 0.4395 0.6843 5.9517 -0.04 -0.03 -0.11 0.147
O 0.4283 1.5762 5.1207 -0.03 0.02 0.13 -0.601
N 1.5534 0.0877 6.4045 0.06 -0.06 0.13 0.124
C 1.5233 -0.9825 7.3817 0.06 0.04 -0.10 -0.823
C 2.8360 0.5228 5.8781 -0.05 0.05 -0.01 -0.751
H -0.4851 0.2729 6.3915 0.01 0.03 0.03 0.282
H 2.0828 -0.6980 8.2747 -0.01 -0.04 0.02 0.310
H 1.9705 -1.8876 6.9689 0.02 -0.01 0.04 0.289
H 0.4928 -1.1917 7.6634 -0.02 0.01 -0.01 0.293
H 2.9939 1.5812 6.0898 0.00 0.01 -0.03 0.306
H 2.8560 0.3883 4.7958 0.06 0.04 -0.01 0.085
H 3.6261 -0.0697 6.3290 0.00 -0.05 -0.01 0.346
C 6.0035 -2.3414 5.9838 -0.06 0.02 0.00 0.093
O 4.9153 -2.0536 6.4557 0.02 0.01 0.11 -0.579
N 6.2006 -2.6559 4.6950 0.07 -0.06 -0.09 0.181
C 7.5107 -2.9914 4.1699 -0.30 -0.03 -0.04 -0.999
C 5.0527 -2.6540 3.8020 0.00 0.02 0.10 -0.872
H 6.9262 -2.3643 6.5861 -0.01 0.00 -0.01 0.283
H 7.7912 -2.2883 3.3849 0.09 -0.01 0.01 0.409
H 7.4950 -4.0019 3.7526 0.06 0.01 -0.01 0.343
H 8.2588 -2.9434 4.9538 0.02 0.05 0.02 0.276
H 4.5923 -1.6662 3.7765 -0.02 0.00 -0.03 0.230
H 4.3019 -3.3659 4.1457 -0.02 0.00 -0.02 0.297
H 5.3770 -2.9258 2.8011 0.02 0.00 -0.01 0.347
C -4.8566 9.7688 -3.9368 0.09 -0.04 -0.06 0.116
O -4.8731 8.7941 -4.6628 -0.04 0.17 -0.02 -0.567
N -5.8575 10.1115 -3.1032 -0.05 0.09 0.09 0.112
C -5.7878 11.2824 -2.2547 -0.10 -0.13 -0.03 -0.929
C -7.0418 9.2694 -3.0617 0.09 -0.01 -0.06 -0.874
H -4.0009 10.4641 -3.8968 -0.01 0.00 0.00 0.285
H -5.8620 10.9989 -1.2029 0.02 0.04 0.02 0.344
H -6.5997 11.9744 -2.4885 0.02 0.04 0.03 0.336
H -4.8395 11.7923 -2.4114 0.02 0.00 -0.01 0.287
H -6.7768 8.2543 -2.7658 -0.03 -0.01 0.01 0.237
H -7.5085 9.2220 -4.0458 -0.02 -0.02 0.01 0.296
H -7.7483 9.6804 -2.3450 0.01 0.02 0.02 0.377
C -2.3827 -5.3419 3.6247 0.00 -0.01 0.09 0.110
O -2.7271 -6.1602 4.4654 0.01 0.01 -0.02 -0.635
N -2.3345 -5.5670 2.3068 0.07 0.08 -0.07 0.172
C -1.9131 -4.5510 1.3499 -0.13 -0.19 -0.03 -0.801
C -2.7185 -6.8751 1.8105 -0.01 0.02 0.06 -0.978
H -2.0730 -4.3176 3.8946 0.00 0.00 0.00 0.278
H -2.7039 -4.3414 0.6320 0.06 0.05 -0.05 0.362
H -1.0356 -4.8951 0.8010 0.01 0.08 -0.05 0.289
H -1.6619 -3.6282 1.8677 -0.02 0.01 0.04 0.180
H -3.7493 -7.0991 2.0877 0.00 -0.03 -0.01 0.308
H -2.0796 -7.6480 2.2409 -0.01 -0.02 -0.01 0.306
H -2.6250 -6.8834 0.7275 -0.01 0.03 -0.01 0.359
C 11.5780 -2.4786 4.0977 -0.01 0.05 0.11 0.130
O 10.5015 -2.1957 4.5896 0.08 -0.03 -0.04 -0.558
N 11.7653 -2.7825 2.8008 0.08 -0.04 -0.10 0.108
C 13.0712 -3.1095 2.2664 -0.15 0.02 -0.04 -0.928
C 10.6138 -2.7787 1.9136 0.00 0.03 0.11 -0.847
H 12.5091 -2.5069 4.6886 0.00 0.00 -0.01 0.244
H 13.3526 -2.4019 1.4841 0.05 -0.01 0.00 0.333
H 13.0707 -4.1161 1.8440 0.05 0.00 0.00 0.335
H 13.8137 -3.0648 3.0603 0.00 0.00 0.02 0.292
H 10.1492 -1.7925 1.8991 -0.02 -0.01 -0.02 0.293
H 9.8693 -3.4982 2.2553 -0.02 0.00 -0.03 0.219
H 10.9339 -3.0416 0.9089 0.02 0.00 -0.01 0.385